Entry 1:
The following is a DFT calculation (ωB97M-V with the def2-TZVPD basis set) of a molecular structure, C25H41GaN3P2 at a distorted geometry.

Geometry as XYZ:
```
72
Properties=species:S:1:pos:R:3:forces:R:3:lowdin_charge:R:1
Ga -1.50569 -4.29324 -2.04743 0.01 0.46 0.63 0.87
C -0.33175 1.74141 3.62080 0.88 -3.69 3.88 -0.14
C -1.17484 2.05974 2.51149 -4.38 -1.08 -2.55 -0.10
C -1.94841 0.12748 3.46432 -1.80 0.15 -0.10 -0.04
C -0.79790 0.53725 4.18512 3.14 2.71 0.17 -0.17
C -2.18285 1.06889 2.42451 1.37 2.05 -1.17 -0.18
C 0.68048 2.63092 4.20662 0.65 0.38 0.07 -0.01
H 1.26063 3.16381 3.43758 -0.25 -0.12 0.18 0.08
H 1.39583 2.08492 4.83798 -0.34 0.16 -0.16 0.09
H 0.19966 3.40527 4.83575 0.11 -0.26 -0.20 0.12
C -0.34131 -0.01842 5.47032 0.04 -0.26 0.73 -0.01
H 0.67865 0.30318 5.69683 -0.13 -0.12 -0.03 0.08
H -0.37119 -1.11507 5.52371 -0.07 0.31 -0.08 0.08
H -0.98509 0.40531 6.26304 0.23 -0.36 -0.04 0.11
C -2.91602 -0.88575 3.92056 0.21 -0.37 -0.27 0.03
H -3.65461 -0.39522 4.58087 0.21 0.21 -0.09 0.14
H -2.43066 -1.67913 4.50995 -0.20 0.36 -0.29 0.08
H -3.51022 -1.31681 3.09283 0.39 0.22 0.31 0.11
C -3.38614 1.15992 1.56777 -0.48 0.10 -0.22 -0.03
H -4.14387 1.80376 2.04046 0.06 -0.18 -0.06 0.10
H -3.84550 0.17896 1.40834 0.09 0.21 -0.15 0.08
H -3.15718 1.63095 0.60619 -0.01 -0.27 0.05 0.08
C -1.15512 3.32044 1.74281 0.38 0.56 -0.03 0.01
H -2.10749 3.88763 1.83113 0.40 -0.50 -0.10 0.12
H -0.96970 3.11387 0.67221 -0.24 -0.03 0.33 0.09
H -0.34510 3.98507 2.08306 -0.32 -0.24 -0.11 0.09
C 1.99343 -0.00146 1.14576 -1.44 -0.37 0.74 -0.10
C 2.26982 1.28538 1.36723 0.30 -1.29 0.40 -0.12
C 2.25106 2.34507 0.36151 0.64 0.82 -0.64 -0.19
C 1.62955 2.07164 -1.02088 1.70 1.23 -0.42 -0.21
C 0.21508 1.64407 -1.12682 -1.85 -0.93 -1.37 -0.13
C -0.36908 0.43379 -0.95485 0.04 0.36 -0.06 -0.14
C 0.26828 -0.85355 -0.53276 0.95 -0.98 0.77 -0.23
C 1.80463 -0.68543 -0.14393 -0.98 -0.91 -1.67 -0.24
H 3.26081 2.76284 0.23333 -0.06 -0.13 -0.25 0.13
H 2.35112 1.46300 -1.59759 -0.70 0.07 0.24 0.08
H 1.72607 3.18512 0.79801 -0.39 0.35 0.26 0.09
H 2.32251 -0.24552 -1.00086 -0.29 0.17 0.74 0.01
H 1.54314 -0.60294 1.95442 1.26 0.10 0.28 0.12
H 2.61587 1.54013 2.36742 -0.65 0.26 0.08 0.10
H 2.25304 -1.69883 -0.17016 -0.27 0.27 0.65 0.12
H -0.25628 -1.37701 0.31841 0.25 0.72 -0.62 0.10
H -1.43205 0.32189 -1.23629 0.51 0.30 0.15 0.10
H 0.17411 -1.59515 -1.39094 0.16 0.87 0.88 0.02
H 1.69887 3.05195 -1.53650 -0.10 -0.40 0.23 0.12
H -0.44071 2.35935 -1.70065 0.58 -0.47 1.02 0.12
P 1.85981 -0.81496 -3.24973 0.67 1.12 0.06 0.84
C 3.46871 -1.63219 -3.53824 -0.11 -0.15 -0.07 -0.28
C 2.26843 0.66444 -4.32367 -0.32 -0.46 0.05 -0.26
P -1.04342 -1.59246 -4.02750 0.77 0.36 -1.60 0.74
C 0.78655 -1.81452 -4.30385 -0.28 -0.34 -0.44 -0.60
C -1.17581 -0.13506 -5.21289 -0.46 0.10 0.57 -0.28
C -1.53704 -2.79945 -5.33884 -0.26 0.06 0.15 -0.35
H 3.38083 -2.69250 -3.27369 0.28 0.19 -0.05 0.04
H 4.23190 -1.14488 -2.91130 -0.17 -0.27 -0.30 0.05
H 3.70003 -1.51065 -4.60479 0.33 -0.30 0.27 0.04
H 2.69139 0.24641 -5.25305 -0.13 0.54 0.14 0.04
H 3.03047 1.26612 -3.79117 -0.40 -0.28 -0.39 0.04
H 1.38077 1.28353 -4.53613 0.47 -0.17 0.09 0.03
H -0.95368 -2.57526 -6.25250 -0.33 -0.42 0.42 0.05
H -2.61434 -2.67331 -5.54756 0.44 -0.26 0.02 0.05
H -1.33450 -3.81922 -4.97006 -0.13 0.15 -0.48 -0.01
H 1.01304 -2.87780 -4.13750 0.13 0.16 -0.01 0.05
H 1.01544 -1.56236 -5.34893 -0.19 -0.44 -0.02 0.05
H -2.22815 -0.06728 -5.53900 0.45 0.18 0.11 0.04
H -0.53371 -0.36049 -6.08769 -0.37 0.21 0.50 0.05
H -0.86788 0.81167 -4.73441 -0.20 -0.43 -0.28 0.03
N -1.63936 -3.67839 1.43216 1.60 0.67 1.78 0.02
C -1.17010 -3.45279 2.51041 -1.59 -0.58 -0.54 -0.42
N -0.84128 -3.08642 3.73888 0.08 -0.37 -1.29 -0.02
C -0.87700 -3.87351 4.81367 0.29 -1.03 1.85 -0.42
N -0.84498 -4.41817 5.86669 -0.21 1.33 -2.63 0.08
```
Forces are in eV/Å.

Output
Kohn-Sham gap (spin up / spin down) = 4.1 / 4.1 eV
E_LUMO (spin up / spin down) = -5.77 / -5.77 eV
total charge = +1
electronic energy = -3748.45838 a.u.

=====

Entry 2:
The following is a DFT calculation (ωB97M-V with the def2-TZVPD basis set) of a molecular structure, C25H41N5O4 at a distorted geometry.

Geometry as XYZ:
```
75
Properties=species:S:1:pos:R:3:forces:R:3:lowdin_charge:R:1
C -3.48292 -2.60795 -0.31237 -3.68 8.12 -3.04 -0.06
C -3.52251 -2.34391 -1.80107 1.99 0.55 -2.40 -0.14
H -4.10632 -3.16872 -2.41761 1.75 1.54 0.96 0.15
H -3.84815 -1.32350 -2.12716 -0.64 -0.95 0.83 0.12
O -2.05323 -2.17215 -2.19889 0.11 -7.34 3.33 0.00
C -1.46541 -1.33815 -2.95510 1.23 -6.12 2.22 -0.83
O -2.04471 -0.44691 -3.20528 -9.09 15.16 -4.45 0.20
N -0.29979 -1.44604 -3.47375 6.71 -8.01 1.74 -0.02
C 0.59602 -2.43445 -2.83627 -4.09 -4.55 -0.35 -0.20
H -0.03172 -3.33512 -2.37638 0.87 1.73 -1.36 0.17
C 1.30756 -1.96453 -1.74950 -0.87 7.45 6.02 -0.11
H 2.01435 -2.51439 -1.26738 1.96 -2.13 0.80 0.08
C 2.07614 -0.43882 -1.92273 -0.66 -12.97 -13.95 -0.49
N 2.59698 -0.02189 -0.92118 5.88 8.41 13.72 0.08
C 3.75512 0.84625 -1.00917 -3.11 -2.16 3.46 -0.02
C 4.61319 1.54303 -0.10927 -5.79 2.03 3.84 0.03
N 4.35380 2.16938 1.24328 -0.34 -5.34 -6.67 0.06
H 5.00129 2.87163 1.38261 0.97 1.93 0.96 0.09
C 2.93706 1.94521 1.73050 6.32 0.06 4.14 -0.23
H 2.87943 0.78686 1.75544 -0.80 2.18 -0.45 0.15
C 1.93308 2.87370 1.16602 -1.44 -14.82 -3.74 -0.12
H 2.07360 2.55503 0.06535 -1.01 1.57 1.19 0.15
H 2.03681 3.73354 1.41380 1.17 10.54 2.72 0.01
C 0.67627 2.12241 1.73658 -4.94 6.88 -2.43 -0.23
N 0.12373 1.08679 0.92612 8.05 -5.52 7.56 -0.16
C 0.01121 -0.10551 2.16333 2.93 1.27 1.40 -0.08
C -1.17538 0.11320 3.08519 -1.22 -4.97 -6.63 -0.05
N -2.42017 -0.10485 1.87290 5.43 -0.45 4.48 -0.08
C -2.11487 1.00770 1.10927 -6.90 4.16 -1.92 -0.28
H -3.05720 0.96326 0.43431 0.99 0.90 0.34 0.15
C -0.97501 0.95827 0.19376 -1.91 3.20 -1.53 -0.28
H -0.84928 1.92917 -0.45111 -1.35 -1.97 0.12 0.18
H -0.94807 -0.00609 -0.27417 -0.15 -0.29 -1.15 0.10
H -2.24470 2.13389 1.66641 0.66 -2.77 -1.21 0.18
C -3.60183 -0.16377 2.63964 -2.21 -7.81 -9.96 -0.48
C -3.89427 -1.73108 3.09491 0.55 8.60 7.08 -0.03
C -5.35594 -1.67102 3.56751 12.20 -9.07 9.74 -0.25
C -5.61206 -0.97650 4.72415 -5.17 9.23 -2.22 -0.16
C -5.49473 0.62061 4.01699 6.76 -1.87 7.96 -0.06
C -3.95140 0.73672 3.51932 -2.60 3.72 10.26 -0.22
H -3.92249 1.75365 3.37463 0.95 2.38 -1.31 0.09
H -3.21779 0.56817 4.49058 -1.91 0.50 -1.61 0.18
H -5.67631 1.42106 4.79765 0.36 -0.86 -0.67 0.12
H -6.05837 0.84054 3.28726 -4.53 0.82 -5.68 0.02
H -6.70498 -0.83983 4.77351 0.04 -1.01 0.84 0.12
H -5.23802 -0.82808 5.66089 1.91 -0.81 2.09 0.08
H -5.40954 -2.79494 4.20947 -0.17 1.50 -2.51 0.19
H -5.96502 -1.73606 2.93545 -9.14 -0.33 -9.40 0.00
H -3.58405 -2.31413 2.40763 1.62 -4.23 -4.84 0.00
H -3.07129 -1.72558 4.02570 -2.45 -0.84 -1.90 0.17
H -4.41062 -0.12313 1.71220 1.13 0.13 1.64 0.20
H -1.33653 -0.80275 3.58083 0.18 -0.59 1.49 0.08
H -1.43941 0.97501 3.50648 -0.24 3.44 1.90 0.05
H 0.94166 -0.12241 2.97642 -1.56 0.58 -2.64 0.15
H 0.06160 -1.12406 1.76564 -0.57 0.36 -0.32 0.10
H 0.61987 1.99883 2.85147 0.39 0.10 -1.30 0.12
H -0.18322 3.10765 1.47735 1.80 -2.27 1.37 0.18
H 3.34241 2.20588 2.82387 -2.38 -0.57 -1.32 0.16
C 5.53584 1.68195 -1.19260 0.62 1.82 4.64 -0.42
O 6.56807 2.15806 -1.00382 6.26 2.71 -1.34 0.18
C 4.76615 0.86051 -1.95413 -0.35 -6.90 -9.60 -0.29
O 4.97648 0.13647 -3.01027 -0.57 3.01 3.36 0.03
H 1.87704 0.37735 -0.18108 1.42 -0.93 -1.19 0.16
H 3.10773 -0.98008 -2.65520 -2.91 1.85 1.54 0.24
C 1.21552 0.35055 -2.72879 1.49 -0.66 -5.41 -0.10
H 1.80219 1.12429 -3.18060 -0.42 1.41 0.24 0.14
C 0.50185 -0.41723 -3.84942 1.64 2.34 -4.87 -0.15
H -0.29716 0.05639 -4.47695 1.57 1.64 0.39 0.15
H 1.34190 -0.79951 -4.65505 -2.01 0.68 1.94 0.19
H 0.53227 0.39796 -2.04624 -4.90 2.84 3.83 0.05
H 0.51523 -1.73056 -0.86082 1.41 -0.35 -1.46 0.15
H 1.30386 -2.93597 -3.41091 0.78 -0.48 -2.46 0.11
H -2.86998 -1.69894 0.11930 -1.81 -1.58 -0.34 0.11
H -4.64916 -2.49993 -0.31870 1.78 -0.41 1.88 0.13
H -3.06460 -3.40214 0.03793 2.02 -5.42 1.66 0.00
```
Forces are in eV/Å.

Output
Kohn-Sham gap = 8.3 eV
E_LUMO = 0.19 eV
electronic energy = -1550.97391 a.u.

=====

ΔE to the lowest compared entry with this formula, charge and spin values, unit kcal/mol, following the record order: 40.7; 633.5.